{
  "formula": "C42H43As2N5O3ReS2",
  "method": "ωB97M-V/def2-TZVPD",
  "species": ["H", "H", "H", "H", "C", "N", "O", "H", "H", "H", "C", "H", "H", "C", "C", "H", "C", "N", "C", "C", "C", "C", "C", "C", "C", "C", "H", "H", "H", "C", "H", "C", "H", "H", "C", "As", "H", "C", "H", "As", "C", "C", "Re", "H", "S", "C", "H", "H", "H", "C", "H", "C", "C", "C", "C", "H", "S", "C", "C", "H", "H", "O", "H", "H", "C", "H", "H", "H", "H", "C", "C", "H", "H", "H", "C", "N", "H", "C", "H", "H", "C", "C", "H", "C", "C", "H", "C", "N", "C", "N", "C", "C", "C", "H", "H", "H", "O", "C"],
  "positions_angstrom": [[-4.38258, 1.41915, -4.71213], [1.03487, 4.84882, -4.61888], [1.81815, 3.52326, -2.68728], [2.53970, -5.65496, 4.70337], [1.91879, -3.66516, 1.48058], [-0.12089, -0.23098, 2.79850], [1.08547, 1.62596, -1.03955], [-2.88229, 2.08393, -2.91561], [-2.88716, 3.11057, -1.04275], [6.68872, 4.78001, 0.32121], [4.72663, 5.63569, 0.45352], [0.38839, -7.37892, -1.29462], [5.08405, 6.62038, 0.72251], [1.17723, 4.38287, -2.53571], [3.31587, -0.29965, 1.01107], [-0.34467, 6.10781, -0.04158], [-0.07105, 6.23832, -3.41224], [0.76635, 4.26818, 1.22024], [1.40766, -4.17121, -1.13815], [-2.25077, -1.58219, 3.00052], [2.37358, -5.08218, 3.80144], [1.08391, -3.47211, 2.56485], [1.37505, 3.94210, -0.07777], [-0.45996, 6.58373, -2.12718], [3.36601, 5.41113, 0.33489], [-4.71480, -0.54964, -3.93308], [0.47998, -5.49173, 0.28812], [-5.39648, -0.84302, -4.72022], [-2.13430, -1.75817, 1.93359], [-0.02854, 5.83530, -1.04024], [1.59394, 0.94230, 3.38909], [-3.31247, 1.09321, -2.89110], [-2.96907, 1.49386, 1.91001], [0.67388, 0.44853, 5.90913], [0.33440, 3.17885, 1.91545], [-3.11850, -2.38921, -0.51084], [-1.42618, -0.95311, 5.56170], [0.80396, 4.74230, -1.24245], [5.85831, 2.55551, -0.36881], [-1.97971, 0.88434, -0.32881], [-4.40090, -1.44339, -2.92257], [1.31430, -4.19014, 3.73007], [0.24732, 0.08083, 0.70910], [-2.01619, -3.84201, -2.28650], [4.87589, -0.38096, 0.96604], [3.79665, 3.12461, -0.27394], [-3.17071, -1.02345, 3.17778], [-4.84530, -2.43033, -2.93365], [3.64851, -4.67684, 0.68777], [0.74084, 0.37156, 3.70231], [-1.50268, 3.35067, 0.01793], [0.73605, 5.12638, -3.61697], [0.85987, -5.37649, -0.71882], [1.32797, -6.29708, -2.89373], [2.89559, 4.14772, -0.01272], [-3.85479, 0.10201, 1.23192], [1.64400, -2.76906, -0.04937], [3.21542, -5.25203, 2.70859], [-3.54502, -1.07984, -1.88723], [-5.55902, -3.11191, -0.73630], [0.25850, -2.77845, 2.48356], [0.25876, -2.08529, 0.11106], [-1.09578, 7.44428, -1.96783], [-4.91494, -3.59683, 0.84428], [1.91127, -4.01745, -2.42444], [2.29421, -4.98389, -4.29317], [-0.39345, 6.83690, -4.25334], [2.34063, -3.07043, -2.72874], [4.04144, -5.94761, 2.76405], [-4.94465, -2.79624, 0.10594], [0.99488, 2.47715, -0.14189], [3.44737, 2.14498, -0.57399], [-3.76908, -4.14760, -2.23799], [-2.72350, -4.83358, -0.99848], [5.62662, 4.60506, 0.21709], [0.46639, 2.08216, 1.02687], [2.67458, 6.22963, 0.50306], [-4.15318, 0.71462, -3.92436], [0.99521, 5.12342, 1.70037], [-2.34963, -2.54393, 3.50598], [1.87470, -5.08907, -3.30224], [-3.01541, 0.20898, -1.85476], [-4.16134, 1.73209, 0.61314], [-3.39809, 1.06168, 1.00417], [5.16166, 3.35649, -0.15896], [-1.23484, 2.92371, -1.67975], [0.81272, -6.43507, -1.60967], [-0.84800, -0.61470, 4.80946], [-1.08716, -0.82148, 3.50775], [2.11450, -0.24965, 1.07301], [0.29454, 0.13609, 4.95333], [-2.87985, -3.96792, -1.63580], [-1.88104, 2.76438, -0.81758], [0.66582, -4.05349, 4.58542], [1.31458, -7.13703, -3.57496], [-5.39858, -1.91543, 0.55862], [-0.12095, 3.11720, 3.02755], [2.99786, -4.53785, 1.54275]],
  "lumo_ha": [-0.2988, -0.2808],
  "s2": 0.7668,
  "homo_lumo_gap_ha": [0.187, 0.205],
  "homo_energy_ev": [-13.220, -13.218],
  "total_charge": 2,
  "total_energy_ha": -7471.482614,
  "multiplicity": 2
}